126
Properties=species:S:1:pos:R:3:forces:R:3:mulliken_charge:R:1 method="wB97M-V/def2-TZVPD" smiles="CCOS(C)(=O)=O.CCOS(C)(=O)=O.CCOS(C)(=O)=O.CCOS(C)(=O)=O.CCOS(C)(=O)=O.Fc1ccccc1.C1CCOC1.C1CCOC1.C1CCOC1" spin_multiplicity=1 gap_ev=8.97 homo_ev=-8.824
C -2.0439 -1.3451 -4.3209 1.18 -0.18 -1.90 0.08
C -1.8678 -1.7604 -5.8350 -1.08 1.63 -0.69 -0.73
C -1.7847 -3.2364 -5.8897 -0.73 -1.36 -0.49 -0.38
O -1.4028 -3.5896 -4.6201 1.27 -1.68 1.50 -0.50
C -1.8464 -2.6832 -3.6667 -0.01 0.38 1.34 0.02
H -3.0543 -0.9813 -4.1341 0.32 0.39 -0.01 0.54
H -1.2393 -0.6401 -4.1120 -0.50 0.23 0.32 -0.42
H -0.9738 -1.3726 -6.3234 -0.03 0.43 0.37 0.30
H -2.7400 -1.3962 -6.3779 0.15 0.11 -0.32 0.33
H -1.0933 -3.6573 -6.6197 0.51 0.34 0.10 0.20
H -2.6773 -3.8270 -6.0962 -0.89 0.57 -0.30 0.30
H -1.1115 -2.7180 -2.8624 -0.02 0.23 0.08 0.31
H -2.8228 -2.8723 -3.2208 -0.26 -1.10 0.04 -0.01
C 2.9100 -4.8940 -5.2886 3.08 0.65 0.34 -0.60
C 1.5752 -4.5447 -5.7676 -1.99 -0.19 -0.96 -0.28
C 1.6831 -3.1561 -6.4631 0.49 -2.09 1.14 0.17
O 3.0348 -3.0395 -6.7593 2.74 0.13 -0.90 -0.52
C 3.9260 -4.0897 -6.2466 -3.10 0.35 1.56 -0.45
H 3.2030 -5.9439 -5.2929 -0.41 -0.11 -0.07 0.35
H 2.9757 -4.5581 -4.2538 0.54 0.15 0.03 0.21
H 0.8679 -4.4946 -4.9398 -0.18 -0.14 -0.21 0.21
H 1.2565 -5.3198 -6.4646 -0.39 0.11 -0.20 0.25
H 1.4136 -2.4348 -5.6916 -0.37 0.57 -0.51 -0.12
H 1.1584 -3.1419 -7.4183 -0.52 0.43 0.32 0.21
H 4.7077 -3.5812 -5.6822 0.13 -0.22 -0.19 0.28
H 4.3115 -4.7653 -7.0102 -0.01 0.38 -0.31 0.29
C 3.8655 2.8074 2.7856 0.43 0.70 0.06 -0.18
C 4.0675 1.3659 2.4105 0.91 -0.87 0.47 0.18
C 5.0255 1.4339 1.1825 -2.15 -0.41 0.57 -0.67
O 4.4606 2.5434 0.5356 1.61 -0.16 -1.50 -0.19
C 4.0128 3.5040 1.4566 -1.33 0.99 -1.70 -0.10
H 4.6845 3.1020 3.4417 -0.28 0.26 0.31 0.42
H 2.8808 2.9747 3.2219 0.21 0.12 0.23 -0.04
H 3.0801 0.9529 2.2046 0.31 -0.44 -0.45 -0.44
H 4.5299 0.8487 3.2512 -0.21 -0.38 0.00 0.38
H 4.8600 0.6064 0.4926 0.34 -0.23 0.15 0.34
H 6.0811 1.5112 1.4430 0.12 0.26 0.10 0.34
H 3.0951 3.7871 0.9411 -0.61 0.22 0.88 -0.18
H 4.5795 4.4300 1.3590 0.71 -0.12 0.71 0.30
O 0.3807 2.5120 1.7760 -1.07 3.56 -0.20 -0.15
S 0.0108 3.9496 1.6303 0.14 -0.93 -1.33 1.12
O 0.9605 4.8634 0.9786 -1.75 -1.37 0.72 -0.74
O -1.5085 4.0141 0.8840 2.24 -0.87 2.39 -0.27
C -1.7612 4.8053 -0.2598 -0.93 -0.68 -0.91 -0.37
C -1.5441 3.8692 -1.4469 1.14 0.49 -0.46 -0.72
C -0.4991 4.7132 3.1705 0.46 0.08 -0.01 -1.14
H -1.2340 5.7566 -0.1880 0.26 -0.18 -0.51 0.37
H -2.8348 4.9858 -0.2050 -0.01 0.39 0.23 0.27
H -0.5037 3.5472 -1.4014 0.11 -0.20 -0.11 0.02
H -1.6505 4.3035 -2.4409 -0.22 0.32 0.13 0.48
H -2.1647 2.9739 -1.4103 -0.13 0.21 0.31 0.18
H 0.3667 5.1400 3.6769 0.34 -0.60 -0.03 0.39
H -1.0130 3.9728 3.7835 -0.14 0.22 -0.12 0.22
H -1.0686 5.6095 2.9247 -0.44 -0.44 -0.19 0.40
O -0.2166 -3.3018 5.1845 3.41 0.19 -1.22 -0.61
S 1.0027 -3.2155 4.3250 -2.54 0.50 -0.62 1.13
O 0.8609 -3.8663 3.0091 1.17 1.66 2.72 -0.59
O 1.3292 -1.5756 4.0419 -1.21 -3.35 -1.72 -0.23
C 1.4904 -0.6737 5.0748 1.06 0.78 2.10 -0.44
C 1.1406 0.7261 4.6239 -0.84 -0.52 -0.99 -0.08
C 2.5320 -3.7541 5.2426 -1.53 0.57 -0.65 -0.99
H 2.5396 -0.7701 5.3539 0.29 0.46 0.28 0.44
H 0.9241 -0.9103 5.9756 -0.32 -0.38 -0.04 0.48
H 0.0558 0.8129 4.5616 -0.18 0.11 0.31 -0.12
H 1.4077 0.7955 3.5694 0.52 0.49 0.13 -0.52
H 1.5335 1.5268 5.2504 0.20 -0.21 -0.12 0.45
H 2.3621 -4.8299 5.2878 0.48 0.06 0.07 0.40
H 2.5132 -3.2863 6.2269 -0.20 -0.13 -0.06 0.34
H 3.4083 -3.4101 4.6931 -0.18 -0.36 -0.18 0.34
O -4.7275 -0.6136 4.0231 0.53 1.17 -0.26 -0.69
S -3.4563 -0.1940 4.5707 1.61 1.44 -0.34 1.07
O -2.5642 0.9047 3.9781 -3.16 -3.36 1.83 -0.35
O -3.7657 0.1905 6.1935 0.85 -0.61 -1.55 -0.36
C -4.9414 0.9444 6.5852 0.39 1.30 -0.31 -0.26
C -4.6136 2.4388 6.7369 0.41 0.05 0.37 -0.99
C -2.5033 -1.7484 4.7544 0.02 1.18 1.55 -0.80
H -5.2616 0.5537 7.5511 -0.07 -0.37 -0.32 0.31
H -5.7205 0.9056 5.8239 -0.02 -0.66 0.09 0.25
H -4.0062 2.7715 5.8952 -0.32 0.12 -0.16 0.20
H -4.0588 2.7214 7.6315 0.33 -0.57 0.13 0.30
H -5.5166 3.0371 6.8590 -0.23 -0.12 -0.53 0.36
H -2.2898 -2.3792 3.8915 -0.45 0.77 -0.45 0.40
H -3.0899 -2.3172 5.4760 0.01 -0.02 -0.07 0.46
H -1.5707 -1.4532 5.2353 -0.10 -0.10 -0.11 0.07
O 1.8639 -1.1449 -3.0660 -1.63 2.59 1.33 -0.53
S 1.1279 -0.0141 -2.4619 -0.24 1.21 0.25 1.19
O 0.3650 0.9803 -3.2950 1.63 -2.98 1.93 -0.63
O 0.2093 -0.7038 -1.2588 -1.26 1.38 -0.81 -0.35
C -0.8879 0.1443 -0.6400 0.23 -0.08 1.95 0.67
C -1.0841 -0.1623 0.8721 1.23 -1.28 -0.02 -1.08
C 2.0998 1.0926 -1.2949 0.15 -0.23 -0.74 -0.44
H -1.8943 0.0447 -1.0468 0.54 -0.33 -1.10 0.29
H -0.6100 1.1965 -0.5785 0.23 -0.06 -0.88 -0.41
H -1.3589 -1.1836 1.1356 -0.43 -0.23 -0.63 0.37
H -1.8117 0.4825 1.3650 0.11 0.31 -0.38 0.43
H -0.1296 -0.0925 1.3937 0.09 0.57 0.02 -0.03
H 2.9555 1.5564 -1.7855 -0.15 -0.24 -0.38 0.46
H 2.4743 0.6234 -0.3851 -0.33 -0.50 -0.27 0.09
H 1.4215 1.9002 -1.0196 -0.14 -0.20 -0.10 -0.27
O -3.6328 -3.1231 1.2797 -0.14 0.46 -0.01 -0.31
S -4.6809 -4.0896 1.2718 -1.76 -3.74 0.53 0.97
O -4.5833 -5.3048 2.1395 -0.52 3.36 -2.10 -0.63
O -6.1727 -3.3901 1.6039 2.25 -1.43 -0.15 -0.36
C -6.4269 -2.0290 1.2804 -0.22 1.06 1.26 0.08
C -6.6957 -1.7818 -0.1582 0.48 -0.56 -0.16 -0.91
C -5.0151 -4.6755 -0.5057 0.52 0.55 1.59 -0.79
H -5.6857 -1.3297 1.6673 0.50 -0.40 0.08 0.07
H -7.3016 -1.8119 1.8933 -0.21 -0.07 -0.12 0.34
H -7.0850 -0.7688 -0.2605 -0.25 -0.24 -0.33 0.43
H -7.3387 -2.6002 -0.4819 -0.41 0.47 -0.46 0.28
H -5.7539 -1.8688 -0.7000 -0.06 0.27 -0.25 0.03
H -5.0405 -3.7317 -1.0504 -0.22 -0.42 -0.23 0.10
H -5.9282 -5.2707 -0.5094 -0.10 0.47 0.11 0.34
H -4.2115 -5.3235 -0.8557 0.25 0.28 0.32 0.39
F 2.9795 5.0505 -4.3812 0.44 -0.23 0.10 -0.29
C 4.2667 4.6767 -4.1577 0.48 0.04 0.61 0.21
C 5.2382 5.0447 -5.1004 -0.70 -0.04 1.66 -0.48
C 6.5599 4.6859 -4.8132 -0.65 -0.82 -0.50 -0.43
C 6.8599 3.8694 -3.7202 0.51 -0.03 0.05 -0.45
C 5.9081 3.5554 -2.7612 -0.57 1.21 -0.88 -0.33
C 4.6093 4.0171 -2.9711 0.18 -0.98 -0.29 0.13
H 4.8496 5.6650 -5.8946 0.54 -0.06 -0.40 0.43
H 7.3415 4.8756 -5.5341 0.04 0.22 -0.02 0.34
H 7.8507 3.4426 -3.6697 0.21 0.20 0.21 0.36
H 6.0281 3.0599 -1.8091 0.65 -0.36 -0.21 0.37
H 3.9980 3.5667 -2.2031 -1.16 0.86 -0.23 0.14